1.
25
Properties=species:S:1:pos:R:3:forces:R:3 method="wB97M-V/def2-TZVPD" spin_multiplicity=1 homo_lumo_gap_ev=10.195 homo_ev=-9.9 mol_weight_g_mol=157.17 smiles="C[C@@H](N)CC(=O)O.O.O.O"
C 0.7451 -2.6460 -0.5305 -0.327 0.000 -1.953
C 0.1649 -1.2203 -0.7179 1.933 -1.099 0.760
C -0.9346 -1.0645 0.3181 -1.048 -0.421 0.795
C -0.4706 -0.7902 1.7326 0.451 0.472 0.984
O 0.4306 0.2294 1.7448 0.536 0.404 -0.984
O -0.8039 -1.3179 2.7534 -0.282 -0.340 -0.374
N -0.1322 -0.8018 -2.0870 0.071 -0.270 1.045
H 1.0181 -2.8601 0.4878 0.103 0.172 0.476
H 0.0397 -3.4027 -0.8501 -0.275 -0.364 -0.066
H 1.6300 -2.7312 -1.1786 -0.172 -0.113 0.301
H 1.1183 -0.7733 -0.4006 -0.746 1.361 -0.040
H -1.4946 -2.0025 0.4373 0.109 0.050 -0.261
H -1.7261 -0.3465 0.0640 0.436 0.293 -0.045
H 0.8864 0.5220 2.5446 -0.409 -1.126 0.628
H -0.7706 -1.4537 -2.5271 -0.159 0.099 -0.036
H -0.5847 0.1018 -1.9718 -0.055 0.035 -0.652
H -1.5788 2.0632 1.1358 0.333 -0.296 0.245
H -0.3277 2.0802 2.0992 -0.706 -0.282 -0.087
O -0.9520 2.6166 1.6111 -0.447 1.105 0.086
H -0.5057 3.3145 -1.4385 0.962 0.385 0.105
H 0.7298 2.5129 -2.1702 0.212 0.979 0.333
O -0.1790 2.5343 -1.8815 -1.454 -1.478 -0.759
H 1.0302 1.8890 1.0027 0.673 0.718 -0.995
H 1.1541 1.4214 -0.3638 0.135 0.128 -0.335
O 1.5135 2.1252 0.1863 0.126 -0.414 0.832

=====

2.
22
Properties=species:S:1:pos:R:3:forces:R:3 method="wB97M-V/def2-TZVPD" spin_multiplicity=1 homo_lumo_gap_ev=7.865 homo_ev=-7.8 mol_weight_g_mol=133.34
C -2.1996 -0.1310 0.8573 0.169 0.044 -0.459
C -0.6317 -1.8213 -0.1378 -0.234 0.391 -0.252
C -0.7063 1.8597 -0.8547 -0.028 0.228 0.186
C -1.2704 -0.4442 -0.3271 -0.173 -0.391 0.348
N -0.2477 0.5249 -0.6076 2.955 -0.275 1.828
Si 3.1553 -0.3332 -0.4046 0.660 -0.211 -0.086
Si 1.5692 0.5667 0.9831 -3.427 0.157 -2.026
H -1.6111 0.0319 1.7578 0.080 -0.004 0.175
H -2.7909 0.7601 0.6600 -0.071 0.090 0.076
H -2.8807 -0.9622 1.0210 -0.126 -0.069 0.097
H -1.3942 -2.5952 -0.1468 -0.036 -0.158 0.062
H -0.1064 -1.8644 0.8126 0.092 -0.045 0.238
H 0.0774 -2.0126 -0.9372 0.095 -0.062 -0.133
H -1.2148 2.3485 -0.0104 -0.029 0.066 -0.047
H 0.1515 2.4705 -1.1357 -0.083 0.166 -0.055
H -1.4050 1.8438 -1.7015 -0.023 0.059 -0.014
H -1.9019 -0.4906 -1.2351 0.082 0.024 0.081
H 2.5835 -0.9063 -1.6163 -0.306 -0.068 -0.189
H 4.1534 0.6715 -0.7952 0.023 0.281 -0.022
H 3.9196 -1.3880 0.2768 0.013 -0.170 0.206
H 1.1493 -0.1165 2.2099 0.115 -0.331 0.103
H 1.6015 1.9878 1.3315 0.251 0.277 -0.113

=====

3.
43
Properties=species:S:1:pos:R:3:forces:R:3 method="wB97M-V/def2-TZVPD" total_charge=-1 spin_multiplicity=1 homo_lumo_gap_ev=9.258 homo_ev=-6.7 mol_weight_g_mol=639.20
Ba -0.0503 -0.4252 -0.1179 -0.528 -0.032 0.070
N 0.6921 1.4914 3.0524 -0.245 -0.368 0.044
N 1.2930 2.6283 2.5335 0.035 0.179 -0.054
C 1.2295 3.0615 1.2730 0.067 -0.061 -0.005
N 1.9423 4.1732 0.9998 -0.034 0.032 -0.045
N 0.4706 2.3560 0.4293 -0.068 0.111 0.173
N 0.3778 2.7657 -0.8442 0.081 -0.004 -0.352
O 0.5978 3.9156 -1.2099 0.031 -0.027 0.112
O 0.0106 1.8973 -1.6431 -0.018 0.036 0.090
H -0.3073 1.5154 2.8643 0.098 0.031 0.052
H 1.1292 0.6574 2.6433 0.010 0.187 0.064
H 1.7491 3.2184 3.2075 0.051 -0.012 -0.047
H 2.7932 4.2839 1.5240 0.041 -0.009 -0.043
H 1.9349 4.4738 0.0376 0.012 -0.004 0.016
O 4.4787 -0.8880 0.9141 -0.039 -0.048 0.061
P 3.0691 -0.2498 0.5170 0.215 0.168 0.149
O 3.2143 1.1663 0.1188 0.073 -0.068 -0.006
O 2.0084 -0.5943 1.5408 0.076 0.039 -0.084
O 2.6378 -1.1060 -0.8153 0.354 0.201 -0.216
P 2.2944 -2.7006 -0.9755 0.207 -0.087 -0.068
O 3.3676 -3.3783 0.0635 -0.100 0.048 -0.009
O 2.6245 -3.1487 -2.3401 -0.002 0.027 0.045
O 0.9205 -2.8123 -0.3973 -0.356 -0.228 -0.026
H 4.3668 -1.8504 0.9930 0.010 0.023 0.001
H 3.9931 -3.8632 -0.4879 0.008 0.003 0.005
C -4.8490 -1.0501 -1.0591 0.035 -0.039 -0.003
As -3.2196 -1.9974 -0.5451 -0.017 -0.106 -0.061
C -3.8396 -2.6974 1.1699 0.009 0.053 0.021
C -3.4884 -3.6100 -1.6269 0.012 0.010 0.003
H -5.7084 -1.7194 -0.9973 -0.003 0.018 0.012
H -4.7491 -0.6798 -2.0787 -0.003 0.009 -0.002
H -4.9816 -0.2062 -0.3861 -0.003 0.033 0.023
H -4.7806 -3.2345 1.0452 -0.003 -0.006 -0.009
H -3.9789 -1.8559 1.8473 0.006 -0.021 -0.010
H -3.0879 -3.3659 1.5878 0.003 -0.012 -0.016
H -4.4716 -4.0431 -1.4382 -0.003 0.000 0.004
H -2.7148 -4.3400 -1.3910 -0.005 0.012 0.005
H -3.4054 -3.3531 -2.6828 0.004 -0.007 0.001
F -3.9573 0.6124 1.8773 0.042 0.028 -0.043
B -2.6633 1.0185 1.5887 0.018 -0.060 -0.035
F -2.5086 1.2800 0.2103 0.017 -0.034 -0.033
F -2.2664 2.1086 2.3504 -0.035 0.046 0.023
F -1.7523 -0.0764 1.8732 -0.051 -0.066 0.188

=====

4.
28
Properties=species:S:1:pos:R:3:forces:R:3 method="wB97M-V/def2-TZVPD" spin_multiplicity=5 homo_lumo_gap_ev="9.729 / 6.340" homo_ev="-10.0 / -9.9" mol_weight_g_mol=268.82
Co -0.0146 1.2017 -1.1737 1.282 1.563 -0.083
B 1.5386 2.1101 0.3647 0.744 0.469 0.323
H 1.3990 2.6277 -0.5717 -0.859 2.228 -4.092
H 0.7433 1.3892 0.4753 -3.566 -3.335 0.580
H 2.5298 1.6837 0.3634 3.327 -1.703 -0.550
H 1.4874 2.7340 1.2435 -0.763 2.374 2.929
Cl 1.6239 0.8090 -2.8366 -1.211 0.063 0.767
Cl -1.2880 3.2088 -1.6754 0.847 -1.605 0.117
C 0.7671 -1.5245 1.0233 -1.748 -0.988 -0.213
C 2.0308 -1.6093 1.8087 1.148 2.978 -1.137
O 2.6847 -0.3188 1.7034 0.296 -1.201 1.366
O 0.8338 -0.8355 -0.2728 -0.202 -1.266 1.319
H -0.0911 -1.1499 1.5812 0.415 1.002 0.002
H 0.4200 -2.5537 0.9319 0.022 -0.377 -0.858
H 2.7386 -2.3010 1.3518 -0.185 -0.556 0.368
H 1.8049 -1.7817 2.8610 0.128 -0.437 -0.084
H 2.2730 0.2514 1.0500 -0.116 0.127 -0.334
H 1.2419 -1.4644 -0.8724 0.279 0.230 -0.453
C -2.7200 0.0875 -0.1108 -1.406 0.905 -1.372
C -2.3718 -0.7456 -1.3231 0.836 -2.055 -0.489
O -1.3489 -0.2260 -2.1854 0.187 2.035 0.950
O -1.5938 0.7328 0.4297 0.053 -0.630 0.023
H -3.2518 -0.4692 0.6608 0.265 -0.641 -0.199
H -3.4516 0.8351 -0.4172 0.048 0.386 -0.127
H -3.1885 -0.9704 -2.0091 -0.567 0.113 0.688
H -1.9322 -1.6820 -0.9797 -0.374 -0.330 0.264
H -0.9926 -0.9083 -2.7591 0.199 -0.031 -0.001
H -1.8720 0.8693 1.3384 0.922 0.683 0.296

=====

5.
25
Properties=species:S:1:pos:R:3:forces:R:3 method="wB97M-V/def2-TZVPD" spin_multiplicity=1 homo_lumo_gap_ev=3.803 homo_ev=-6.1 mol_weight_g_mol=253.08
N -7.4196 2.0360 -0.8582 -0.626 0.553 0.328
H -6.8977 1.9330 0.0004 0.992 -0.392 0.480
H -6.9564 1.6914 -1.6869 0.450 -0.335 -0.140
H -7.5955 3.0260 -0.9531 0.023 0.628 -0.237
H -8.3180 1.5965 -0.7173 -0.410 -0.461 -0.127
I -2.8470 1.9094 2.5279 -0.392 -0.021 -0.336
C 3.9893 -2.4778 4.9165 -0.113 -0.515 0.634
C 2.8723 -1.6762 4.2591 0.928 -1.360 -0.416
O 2.7881 -0.4331 4.8468 -0.655 1.239 0.588
H 3.8010 -2.6644 5.9738 -0.583 0.215 0.153
H 4.9594 -1.9842 4.9745 -0.044 0.213 -0.714
H 4.0967 -3.4896 4.5254 0.108 0.151 -0.483
H 1.8961 -2.1526 4.3497 0.055 -0.650 0.105
H 3.0252 -1.5094 3.1928 0.374 -0.488 -0.338
H 1.9135 -0.2020 4.5255 -0.095 1.216 0.463
C 0.5169 0.2453 -3.3773 -0.142 0.465 -0.982
C 1.2836 0.2378 -4.7109 -0.721 -0.986 -0.560
O 2.6440 0.1209 -4.5253 1.966 0.282 0.678
O 0.5931 1.5796 -2.9482 -0.141 0.812 0.374
H 0.8536 -0.3917 -2.5594 0.600 -0.493 -0.520
H -0.5234 -0.0211 -3.5641 -0.223 -0.153 -0.229
H 1.0947 1.1172 -5.3266 -0.609 0.538 0.593
H 1.0628 -0.5722 -5.4060 -1.101 -0.556 0.353
H 3.0521 0.4236 -5.3398 0.324 -0.042 0.156
H 0.1152 1.6576 -2.1193 0.036 0.140 0.175

=====

6.
27
Properties=species:S:1:pos:R:3:forces:R:3 method="wB97M-V/def2-TZVPD" total_charge=-1 spin_multiplicity=1 homo_lumo_gap_ev=8.050 homo_ev=-5.1 mol_weight_g_mol=287.07
I 1.0092 0.2660 -1.8815 0.012 0.033 0.118
O 1.0602 -1.0202 1.5087 0.178 0.067 0.039
H 0.3413 -0.4152 1.7246 0.032 0.089 -0.074
H 1.3048 -0.7706 0.5994 -0.171 -0.048 0.048
O 2.0277 2.3637 -4.5831 -0.118 -0.122 0.213
H 1.6564 1.8214 -3.8524 0.173 0.222 -0.338
H 2.9785 2.2531 -4.4932 -0.051 -0.056 0.062
C -2.7145 -3.8321 -0.1483 -0.078 -0.090 -0.122
C -1.9633 -2.5278 -0.2581 -0.363 0.685 -0.573
O -1.1513 -2.6395 -1.4137 0.251 0.096 0.251
O -3.3193 -3.9271 1.1328 0.078 0.061 0.347
H -2.0043 -4.6382 -0.3558 0.027 -0.067 0.235
H -3.4959 -3.8849 -0.9108 0.061 0.067 -0.196
H -1.4102 -2.2808 0.6519 0.215 -0.382 0.006
H -2.6621 -1.6944 -0.4201 -0.140 -0.119 0.222
H -0.6449 -1.8107 -1.5005 0.008 -0.196 -0.134
H -3.6005 -4.8302 1.2872 -0.010 -0.059 -0.074
C 0.7529 3.4875 1.0840 -0.277 -0.252 -0.130
C 1.9418 2.6587 1.5235 0.264 0.041 -0.084
O 1.6001 1.8467 2.6443 0.096 0.464 -0.016
O -0.3018 2.6934 0.5789 0.097 -0.032 -0.164
H 1.0524 4.2241 0.3280 0.274 -0.014 0.053
H 0.3529 4.0456 1.9336 0.004 -0.079 0.072
H 2.7701 3.3487 1.7582 -0.082 -0.116 0.149
H 2.2835 2.0160 0.7034 -0.153 0.138 -0.089
H 2.0919 1.0275 2.5610 -0.113 -0.285 -0.016
H 0.0443 2.2192 -0.2021 -0.215 -0.050 0.195

=====

7.
24
Properties=species:S:1:pos:R:3:forces:R:3 method="wB97M-V/def2-TZVPD" total_charge=-1 spin_multiplicity=2 homo_lumo_gap_ev="2.783 / 8.712" homo_ev="1.0 / -5.1" mol_weight_g_mol=124.18
C -1.1877 -0.2449 0.4969 -0.855 0.776 -0.423
C -0.7688 0.5276 -0.7869 0.269 0.842 0.732
C -1.9732 1.2639 -1.3706 0.474 -0.591 -0.419
N 0.2847 1.5359 -0.4635 -0.388 -3.669 0.200
C 1.6883 1.0169 -0.4816 -0.651 4.102 -3.203
N 2.0993 0.2131 -1.6529 0.970 2.604 0.144
H -1.9093 -1.0613 0.4406 0.438 -0.480 -0.861
H -1.7486 0.3973 1.1526 0.065 0.965 0.489
H -0.3198 -0.5719 1.0225 0.509 -0.405 -0.400
H -0.3505 -0.2401 -1.4811 -0.512 0.713 0.139
H -2.7456 0.5478 -1.5256 -1.035 -0.366 0.172
H -1.8497 1.7323 -2.3153 0.989 -0.168 -1.569
H -2.3159 2.1581 -0.8967 -0.347 0.123 1.654
H 0.0396 2.4550 -0.6539 0.052 1.582 -0.803
H 1.7242 0.5688 0.4606 1.290 -1.243 1.128
H 2.2594 2.0419 -0.5852 -0.413 -2.165 0.794
H 1.6184 -0.6589 -1.6784 -0.338 -0.732 -0.672
H 2.2052 0.8034 -2.5590 -0.764 -1.727 2.164
H 1.2162 -2.7919 2.0509 1.918 1.901 1.817
H 0.7384 -2.8145 0.6324 0.087 0.627 -1.064
O 0.7465 -3.2951 1.4534 -1.851 -2.743 -0.935
H 0.0969 -0.6949 2.3677 -0.916 1.237 -2.210
H 0.0055 -1.8976 3.2128 0.799 1.611 0.104
O 0.4463 -0.9910 3.1602 0.212 -2.796 3.023

=====

8.
24
Properties=species:S:1:pos:R:3:forces:R:3 method="wB97M-V/def2-TZVPD" spin_multiplicity=1 homo_lumo_gap_ev=9.889 homo_ev=-9.0 mol_weight_g_mol=124.18 smiles=CCNCCN.O.O
N -2.3327 0.7064 -0.2862 1.250 -1.213 -0.777
C -1.8101 -0.3508 -1.2935 -4.946 -1.316 1.012
C -0.9740 -1.4039 -0.7160 1.446 3.356 1.687
N 0.2296 -0.5600 -0.3057 -0.298 0.558 1.677
C 0.9835 -1.4284 0.5740 2.527 1.778 1.760
C 1.8890 -0.5700 1.5323 2.584 -0.163 0.566
H -3.3087 0.8641 -0.4554 -0.263 0.088 0.157
H -2.1624 0.5044 0.7117 -0.297 -0.320 -0.882
H -2.6639 -1.0553 -1.6900 0.700 2.145 0.132
H -1.3276 0.1806 -2.0531 0.624 0.514 -1.320
H -0.6185 -2.0292 -1.4945 0.213 -0.986 -0.555
H -1.5337 -1.9635 0.0941 0.930 0.543 -0.590
H 0.0745 0.4863 0.1871 -0.086 -4.189 -1.258
H 1.6075 -2.1821 0.0158 -0.821 0.603 0.521
H 0.3713 -1.8631 1.3575 -0.584 -0.917 -0.386
H 2.7644 0.0226 1.0958 -1.025 -1.162 -0.096
H 1.3645 0.2460 2.0275 -0.695 -0.313 0.053
H 2.3760 -1.2041 2.3850 -0.982 0.896 -1.580
H 2.2622 1.8309 -2.2214 -0.270 0.342 -1.490
H 1.6488 1.0352 -1.0981 -1.334 -1.255 0.223
O 2.3730 1.5783 -1.3302 1.614 0.775 1.206
H 0.0534 2.9484 1.4085 0.481 1.145 -0.597
H -0.8412 2.0443 0.3302 0.293 1.111 0.950
O -0.4250 2.1629 1.2245 -1.061 -2.020 -0.413

=====

9.
24
Properties=species:S:1:pos:R:3:forces:R:3 method="wB97M-V/def2-TZVPD" spin_multiplicity=1 homo_lumo_gap_ev=9.095 homo_ev=-8.2 mol_weight_g_mol=124.18 smiles=CN[C@@H](C)CN.O.O
C 0.3612 2.0487 -1.4660 -0.966 -0.816 -0.455
N -0.8416 1.2036 -1.6359 -0.127 0.935 -0.051
C -0.0989 -1.1559 -1.1972 0.988 1.044 0.513
C -1.0472 0.0230 -0.8267 1.626 -0.717 -0.937
C -0.9140 0.3741 0.6470 -2.378 -1.678 0.048
N -1.3769 -0.8132 1.4606 0.559 0.548 -0.081
H 0.8577 2.1763 -2.4262 0.318 -0.214 0.016
H 0.0594 3.0413 -1.1690 0.070 0.340 0.486
H 1.0085 1.5786 -0.7418 0.530 0.262 0.134
H -1.0450 1.0568 -2.6083 -0.075 -0.235 -0.038
H 0.1850 -1.0778 -2.2495 -0.601 -0.540 -0.124
H -0.4881 -2.1096 -0.8540 -0.010 -0.190 -0.399
H 0.8769 -1.0252 -0.7042 -0.214 -0.060 0.150
H -2.0226 -0.3625 -1.1134 -0.578 0.286 0.537
H 0.1102 0.5332 0.9467 -0.047 0.833 -0.100
H -1.6697 1.1384 0.8282 0.824 0.831 0.156
H -2.2765 -1.1233 1.1136 -0.022 -0.049 0.018
H -1.5259 -0.4691 2.4046 -0.095 -0.207 -0.006
H 3.2977 0.6434 1.2609 -0.051 0.058 0.008
H 1.9257 0.0179 1.4139 0.215 -0.209 0.163
O 2.3630 0.8720 1.3072 0.044 -0.078 -0.056
H 0.2902 -1.6175 1.5916 -0.089 -0.440 -0.059
H 0.8417 -2.8381 2.2920 0.201 -0.016 0.028
O 1.1292 -2.1151 1.7258 -0.121 0.312 0.048

=====

10.
24
Properties=species:S:1:pos:R:3:forces:R:3 method="wB97M-V/def2-TZVPD" spin_multiplicity=1 homo_lumo_gap_ev=9.369 homo_ev=-8.7 mol_weight_g_mol=124.18 smiles=CC(C)NCN.O.O
C -1.3526 0.2810 -0.3467 0.083 -0.255 0.045
C -0.2462 1.2044 -0.8283 1.079 0.581 0.607
C -0.6807 2.6635 -0.7411 -1.675 0.359 0.537
N 0.9770 1.0753 -0.0096 0.514 -0.308 -0.095
C 1.5462 -0.2710 0.0297 -0.404 0.001 0.099
N 1.6668 -0.9956 -1.2121 -0.436 -0.482 -1.690
H -2.1380 0.3608 -1.0942 -0.373 -0.145 0.224
H -1.7026 0.5539 0.6509 -0.107 0.459 -0.180
H -1.0915 -0.7701 -0.2087 0.298 0.028 -0.507
H 0.0176 1.0347 -1.8760 -0.343 -0.414 -0.166
H -1.7685 2.7291 -0.5559 0.129 -0.223 -0.563
H -0.4899 3.2768 -1.6179 0.332 -0.029 0.021
H -0.3564 3.1495 0.1736 0.798 0.019 -0.018
H 1.6997 1.7151 -0.3423 -0.405 -0.021 -0.048
H 0.8930 -0.8469 0.6927 0.059 0.011 0.045
H 2.5260 -0.2339 0.5015 0.035 0.115 0.067
H 1.0802 -0.7483 -2.0100 -0.337 0.099 0.931
H 2.5397 -1.1931 -1.6624 0.783 0.255 0.715
H 0.7633 -3.5971 0.6083 0.341 0.277 0.199
H -0.7224 -3.5234 0.3046 0.043 0.019 0.030
O 0.0843 -3.9909 0.0681 -0.420 -0.305 -0.229
H -0.3761 -0.4456 3.5481 -0.929 -0.158 -0.512
H -1.8748 -0.5034 2.9688 0.929 -0.055 0.305
O -0.9940 -0.9245 2.9589 0.009 0.170 0.183